{
  "formula": "C33H57AuClN2O2Si",
  "method": "the ωB97M-V functional and the def2-TZVPD basis",
  "orbital_gap_ev": [6.1, 5.5],
  "total_energy_ev": -66305.5846,
  "charge": 1,
  "e_above_lowest_ev": 0.612,
  "homo_energy_ev": [-8.20, -10.37],
  "spin_multiplicity": 3,
  "elements": ["O", "O", "C", "C", "H", "H", "H", "H", "H", "C", "C", "H", "H", "H", "H", "H", "C", "C", "C", "H", "H", "H", "H", "H", "C", "H", "H", "H", "H", "H", "H", "N", "C", "C", "C", "C", "H", "H", "H", "C", "H", "H", "H", "N", "C", "C", "C", "C", "H", "C", "H", "C", "H", "C", "C", "C", "C", "C", "C", "H", "C", "H", "C", "H", "C", "C", "Au", "H", "H", "H", "H", "H", "H", "H", "H", "H", "H", "H", "H", "H", "C", "Si", "H", "H", "C", "C", "C", "H", "H", "H", "H", "H", "H", "H", "H", "H", "Cl"],
  "coordinates": [[1.32881, -2.79599, -2.18493], [0.70176, -1.69590, -4.17674], [2.55057, -2.30236, -1.50559], [2.56477, -2.58586, -0.02562], [2.61764, -1.22315, -1.70735], [3.36831, -2.80735, -2.02534], [1.82941, -1.98347, 0.51825], [3.54344, -2.31548, 0.38534], [2.41279, -3.64658, 0.19513], [0.12925, -3.19945, -1.40314], [-0.71317, -4.03978, -2.32108], [-0.35717, -2.27614, -1.04588], [0.48848, -3.76284, -0.53764], [-1.18757, -3.43200, -3.09561], [-1.49992, -4.54882, -1.75393], [-0.09733, -4.81349, -2.79771], [-0.22176, -0.57510, -4.15324], [1.90604, -1.37028, -4.91660], [-1.50732, -0.91176, -3.44952], [-0.42353, -0.33951, -5.20900], [0.29261, 0.29094, -3.69484], [-1.94191, -1.85307, -3.80782], [-2.25607, -0.12879, -3.63366], [-1.35522, -0.96236, -2.36321], [2.41712, -2.60236, -5.60634], [2.63907, -0.98660, -4.18774], [1.67165, -0.58099, -5.64018], [2.66185, -3.39436, -4.89198], [3.31946, -2.33811, -6.16779], [1.67536, -2.97437, -6.32247], [1.04746, -2.32561, -3.10068], [-0.58324, -0.24361, 3.36785], [-1.39790, 0.29541, 4.25933], [-2.13422, 1.46178, 4.03017], [-2.41077, 2.07425, 2.80772], [-1.63765, -0.40613, 5.58120], [-0.72647, -0.85668, 5.99250], [-2.39639, -1.19667, 5.47626], [-2.01587, 0.32961, 6.29833], [-3.69312, 2.86717, 2.68262], [-4.36831, 2.43440, 1.92949], [-3.51584, 3.91939, 2.41702], [-4.20474, 2.83870, 3.65037], [-1.62832, 2.00828, 1.73342], [-0.22212, -1.59805, 3.35146], [1.03390, -2.02887, 3.85000], [1.89759, -1.11578, 4.64877], [1.45769, -3.33555, 3.60819], [2.45534, -3.62208, 3.94283], [0.61329, -4.25625, 2.98955], [0.95544, -5.28090, 2.81675], [-0.67594, -3.87487, 2.62553], [-1.36820, -4.59878, 2.18425], [-1.12257, -2.57142, 2.83336], [-2.54501, -2.21075, 2.54290], [-2.01424, 2.56231, 0.48378], [-1.57399, 3.86182, 0.13632], [-0.82744, 4.67239, 1.14608], [-1.74643, 4.30660, -1.17762], [-1.40823, 5.31139, -1.44572], [-2.33055, 3.47060, -2.13710], [-2.43310, 3.81012, -3.17240], [-2.80479, 2.21150, -1.77403], [-3.30527, 1.56778, -2.50668], [-2.65398, 1.73788, -0.47314], [-3.07700, 0.34630, -0.11249], [0.40506, 1.42637, 1.75325], [2.73309, -1.69346, 5.06079], [1.36101, -0.63917, 5.47829], [2.31367, -0.32775, 4.00580], [-2.62050, -1.30371, 1.93173], [-3.12107, -2.04167, 3.46489], [-3.03298, -3.03072, 2.00193], [-0.50726, 5.62630, 0.71242], [0.06918, 4.14008, 1.49940], [-1.44840, 4.88784, 2.02613], [-3.67348, 0.32224, 0.80859], [-2.21341, -0.32390, 0.02108], [-3.68847, -0.07880, -0.91939], [-2.71406, 1.82280, 4.88015], [0.88107, 1.73466, -0.17537], [2.33325, 2.71386, -0.93838], [-0.02858, 2.10795, -0.68048], [0.98262, 0.67857, -0.50847], [3.84704, 1.63318, -1.19656], [2.83339, 4.29645, -0.06831], [1.63082, 3.08407, -2.66766], [2.09132, 3.98860, -3.08888], [0.54335, 3.23945, -2.63389], [1.83698, 2.24122, -3.34439], [4.19817, 1.23997, -0.23349], [4.65005, 2.22866, -1.65486], [3.61960, 0.79183, -1.86501], [3.15414, 4.08159, 0.96124], [2.01613, 5.03147, -0.03930], [3.68187, 4.75700, -0.60341], [2.66993, 0.95469, 2.05223]],
  "atomic_forces_ev_per_a": [[0.0, -1.0, 1.4], [-0.4, 0.5, -0.8], [0.3, 0.4, -0.2], [0.0, 0.0, 0.3], [-0.1, -0.3, 0.1], [-0.1, 0.0, 0.1], [0.1, -0.1, -0.1], [-0.1, 0.1, -0.2], [0.1, 0.1, 0.0], [0.4, 0.3, 0.2], [-0.2, -0.3, -0.2], [0.1, -0.4, -0.1], [-0.1, 0.2, -0.3], [0.2, -0.3, 0.2], [0.1, 0.2, 0.0], [-0.1, 0.2, 0.1], [0.1, 0.5, -0.4], [0.3, 0.1, 0.2], [-0.3, -0.1, 0.4], [0.1, 0.0, 0.3], [-0.3, -0.3, -0.1], [0.1, 0.3, 0.0], [0.4, -0.1, 0.0], [-0.2, 0.0, -0.2], [0.0, -0.1, -0.3], [-0.2, 0.1, -0.3], [0.0, -0.1, 0.2], [0.0, 0.1, -0.1], [-0.1, -0.1, 0.1], [0.1, 0.0, 0.2], [-0.2, 0.5, -0.1], [-1.2, 1.1, 0.2], [1.4, -2.1, 0.2], [0.0, 0.1, 0.8], [0.1, 1.3, -3.1], [-0.3, 0.1, 0.2], [-0.2, 0.1, -0.3], [0.2, 0.2, 0.0], [0.0, -0.2, 0.0], [-0.3, 0.0, 0.6], [0.3, 0.1, 0.2], [0.1, -0.4, 0.0], [-0.1, 0.1, -0.3], [-1.1, -0.2, 1.6], [0.4, -1.5, 0.7], [-0.5, 0.1, -0.4], [0.5, 0.3, 0.0], [-0.5, -0.1, -0.1], [-0.3, 0.0, 0.0], [0.2, -0.1, -0.1], [-0.1, 0.4, 0.1], [0.1, 0.0, 0.1], [0.2, 0.2, 0.2], [0.5, 0.6, 0.1], [-0.4, 0.1, -0.3], [-0.5, 0.5, -1.1], [-0.1, -0.7, 0.0], [0.1, 0.4, 0.2], [-0.2, -0.4, 0.0], [-0.1, -0.4, 0.0], [-0.1, 0.3, 0.1], [0.0, -0.1, 0.4], [0.0, 0.1, 0.0], [0.2, 0.3, 0.2], [0.5, 0.4, 0.6], [-0.2, -0.3, -0.2], [0.0, -0.7, 1.6], [-0.2, 0.2, 0.0], [0.1, -0.1, -0.2], [-0.1, -0.1, 0.3], [0.0, -0.2, 0.2], [0.1, 0.0, -0.2], [0.0, 0.2, 0.1], [-0.1, -0.2, 0.1], [-0.2, 0.1, -0.1], [0.2, 0.0, -0.1], [0.2, -0.1, -0.2], [-0.1, 0.2, 0.1], [0.1, 0.1, 0.2], [0.1, -0.1, -0.3], [0.3, 0.4, -2.9], [-0.8, -0.6, 0.0], [0.4, -0.2, 0.1], [0.1, 0.2, 0.0], [0.2, 0.1, 0.2], [0.0, 0.1, 0.0], [0.2, 0.3, 0.0], [-0.1, -0.2, -0.1], [0.3, 0.0, 0.0], [0.0, 0.2, 0.1], [0.0, 0.1, -0.3], [-0.1, -0.2, 0.1], [0.1, 0.1, 0.1], [-0.1, 0.1, -0.2], [0.2, -0.2, 0.0], [-0.3, -0.1, 0.2], [0.8, -0.1, 0.4]]
}

---

{
  "formula": "C33H57BrGdN2O2Si",
  "method": "the ωB97M-V functional and the def2-TZVPD basis",
  "orbital_gap_ev": [8.6, 5.4],
  "total_energy_ev": -140971.8196,
  "charge": 1,
  "e_above_lowest_ev": 0.075,
  "homo_energy_ev": [-10.97, -10.85],
  "spin_multiplicity": 8,
  "elements": ["O", "O", "C", "C", "H", "H", "H", "H", "H", "C", "C", "H", "H", "H", "H", "H", "C", "C", "C", "H", "H", "H", "H", "H", "C", "H", "H", "H", "H", "H", "H", "N", "C", "C", "C", "C", "H", "H", "H", "C", "H", "H", "H", "N", "C", "C", "C", "C", "H", "C", "H", "C", "H", "C", "C", "C", "C", "C", "C", "H", "C", "H", "C", "H", "C", "C", "Gd", "H", "H", "H", "H", "H", "H", "H", "H", "H", "H", "H", "H", "H", "C", "Si", "H", "H", "C", "C", "C", "H", "H", "H", "H", "H", "H", "H", "H", "H", "Br"],
  "coordinates": [[-2.53786, -2.97666, -2.54658], [-0.48711, -3.40757, -3.88169], [-3.10326, -3.43436, -1.32024], [-4.06887, -2.51338, -0.61681], [-2.26770, -3.66313, -0.63393], [-3.57912, -4.39258, -1.57733], [-3.58636, -1.61258, -0.22028], [-4.48278, -3.04775, 0.24916], [-4.90826, -2.21958, -1.25244], [-2.53985, -1.56279, -2.86287], [-3.34866, -1.35455, -4.10013], [-1.49237, -1.27838, -2.96771], [-2.92144, -0.98075, -2.00745], [-2.86092, -1.82456, -4.95677], [-3.42685, -0.28803, -4.28439], [-4.35000, -1.76261, -3.94346], [0.58991, -2.88081, -4.72562], [-0.94590, -4.74744, -4.26563], [0.19446, -1.56233, -5.34506], [0.82884, -3.62846, -5.49370], [1.45783, -2.76589, -4.05776], [-0.76245, -1.64071, -5.89433], [0.98626, -1.28833, -6.05716], [0.13299, -0.75121, -4.60670], [-1.80181, -4.69514, -5.50693], [-1.51623, -5.12089, -3.40822], [-0.05798, -5.38311, -4.40802], [-2.57863, -3.92214, -5.42940], [-2.30590, -5.66396, -5.62244], [-1.18664, -4.52620, -6.39839], [-0.48791, -3.03419, -2.60083], [-0.01898, 1.17354, 0.59857], [0.62973, 2.25249, 1.08649], [1.97601, 2.56387, 0.83149], [2.79993, 1.87971, -0.06370], [-0.14160, 3.29283, 1.84684], [-0.91741, 2.86675, 2.49617], [-0.61652, 4.01211, 1.15767], [0.56582, 3.84986, 2.47887], [4.05237, 2.50121, -0.60625], [4.01498, 2.59616, -1.70000], [4.92585, 1.89012, -0.34425], [4.16626, 3.49815, -0.17633], [2.49828, 0.63033, -0.45016], [-1.42984, 1.28079, 0.37187], [-2.32574, 0.63552, 1.24551], [-1.84174, -0.21244, 2.37285], [-3.69612, 0.78347, 1.01109], [-4.39682, 0.28594, 1.67895], [-4.16592, 1.54624, -0.06020], [-5.23746, 1.65816, -0.23754], [-3.25985, 2.18311, -0.91663], [-3.60364, 2.77542, -1.76424], [-1.88879, 2.07614, -0.69766], [-0.92265, 2.80022, -1.59374], [3.28233, -0.03098, -1.44849], [4.24385, -0.98146, -1.04168], [4.64084, -1.07394, 0.40810], [4.79460, -1.81569, -2.01710], [5.49501, -2.59436, -1.70350], [4.45628, -1.65645, -3.36412], [4.90800, -2.29919, -4.11836], [3.59518, -0.63257, -3.75972], [3.37189, -0.45935, -4.81625], [3.00836, 0.20441, -2.81440], [2.05655, 1.29542, -3.24186], [1.03441, -0.91653, 0.28698], [-1.65978, -1.25043, 2.05734], [-2.61641, -0.26369, 3.14461], [-0.93006, 0.15686, 2.84656], [-0.07353, 2.16863, -1.88851], [-0.51080, 3.71430, -1.13432], [-1.44598, 3.11034, -2.51173], [5.49949, -1.75392, 0.51301], [3.85477, -1.45630, 1.08703], [4.93622, -0.09313, 0.82553], [2.20474, 2.22262, -2.68115], [1.00296, 0.99722, -3.12571], [2.20027, 1.52072, -4.30755], [2.35958, 3.48583, 1.25930], [0.25224, -2.63639, -1.43934], [1.23035, -4.17647, -0.98676], [0.73389, -1.76067, -1.92584], [-0.60025, -2.39557, -0.77040], [0.10634, -5.63147, -0.56081], [2.43937, -3.96576, 0.45617], [2.43651, -4.61678, -2.38333], [3.11678, -5.40030, -2.02102], [3.03487, -3.73889, -2.65109], [1.92814, -4.99329, -3.28489], [-0.27128, -5.52162, 0.46700], [0.67314, -6.57710, -0.60964], [-0.75793, -5.72383, -1.23098], [1.98719, -3.53089, 1.36459], [3.30166, -3.36619, 0.15601], [2.82041, -4.96915, 0.72179], [1.69513, -1.30705, 2.84646]],
  "atomic_forces_ev_per_a": [[-0.6, 0.7, 0.1], [0.3, -0.7, -1.8], [0.4, -0.3, 0.0], [-0.3, 0.0, 0.4], [-0.2, -0.1, 0.0], [0.0, 0.3, 0.2], [-0.1, -0.2, -0.1], [0.1, 0.1, -0.2], [0.1, 0.0, 0.0], [0.0, -0.8, 1.2], [0.0, 0.2, -0.1], [0.0, 0.2, -0.3], [0.0, -0.1, -0.4], [-0.2, 0.0, 0.1], [-0.1, 0.2, -0.2], [0.1, 0.0, -0.2], [-0.3, -0.3, 0.8], [0.1, 0.4, 0.4], [0.0, 0.2, -0.4], [-0.1, 0.2, 0.2], [-0.1, 0.0, -0.3], [0.5, 0.1, 0.3], [-0.3, 0.0, 0.1], [-0.1, -0.3, -0.1], [-0.2, -0.2, -0.2], [0.2, 0.2, -0.2], [-0.3, 0.1, 0.1], [0.3, -0.2, 0.0], [0.1, 0.2, -0.1], [-0.2, 0.1, 0.1], [1.8, 0.2, 1.7], [0.5, 0.2, -0.3], [-0.5, -0.4, -0.4], [0.1, -0.2, 0.0], [-0.2, -1.1, 0.0], [0.0, 0.5, 0.4], [0.2, 0.0, -0.3], [0.1, -0.3, 0.3], [-0.3, -0.1, -0.2], [0.1, 0.4, 0.3], [0.0, -0.1, 0.3], [-0.2, 0.1, -0.1], [0.1, -0.1, -0.1], [0.6, 0.7, -0.4], [-0.2, 0.2, 0.7], [-0.2, 0.3, -0.8], [-0.1, -0.2, 0.5], [0.0, 0.2, -0.3], [0.1, 0.1, -0.1], [0.2, 0.0, -0.1], [0.3, -0.1, 0.1], [-0.1, -0.3, 0.3], [0.0, -0.1, 0.2], [0.1, -0.3, 0.2], [0.0, 0.2, -0.5], [0.1, -0.1, -0.3], [-0.6, 0.1, -0.2], [0.3, -0.1, 0.5], [0.0, 0.1, -0.2], [-0.2, 0.3, -0.2], [0.2, 0.1, 0.1], [-0.1, 0.1, 0.2], [0.2, 0.0, 0.0], [0.1, -0.1, 0.3], [-0.2, -0.3, 0.3], [-0.1, -0.1, -0.3], [0.2, 1.2, 1.1], [0.0, 0.1, 0.0], [0.1, -0.1, -0.1], [-0.1, 0.0, -0.1], [-0.3, 0.2, 0.3], [-0.1, -0.3, -0.1], [0.2, 0.0, 0.3], [-0.3, 0.2, 0.0], [0.3, 0.2, -0.4], [-0.1, -0.4, -0.3], [-0.1, -0.2, -0.1], [0.3, 0.0, 0.1], [0.0, -0.1, 0.3], [-0.1, -0.2, -0.1], [-1.4, -0.6, -1.3], [0.9, -0.6, -0.2], [-0.2, -0.4, 0.1], [0.2, 0.1, -0.3], [-0.1, 0.2, 0.0], [-0.5, -0.1, 0.2], [-0.6, -0.1, -0.1], [-0.2, 0.2, -0.1], [-0.1, -0.2, 0.0], [0.3, 0.1, 0.2], [0.0, -0.1, -0.2], [-0.1, 0.4, 0.0], [0.2, 0.0, 0.1], [0.3, -0.3, -0.2], [0.0, 0.0, 0.1], [-0.2, 0.4, -0.1], [-0.1, 0.1, 0.2]]
}